17
Properties=species:S:1:pos:R:3:forces:R:3 method="wB97M-V/def2-TZVPD" total_charge=0 relative_energy_ev=4.157 total_energy_ev=-9901.447 gap_ha=0.33958 spin_multiplicity=1 smiles="N=C1CC1.CC=C=O"
N -0.584 -1.242 1.346 -0.4 0.6 -0.6
C -0.997 -0.059 1.479 1.5 -0.3 1.1
C -1.992 0.915 1.827 -1.1 0.1 -2.4
C -0.586 1.357 1.668 1.3 2.0 -1.2
H -1.388 -1.851 1.174 0.0 -0.2 0.4
H -2.404 0.917 2.756 -0.8 -0.3 2.8
H -2.708 1.276 1.142 -0.8 0.2 -1.0
H -0.394 1.939 0.707 -0.2 -1.0 1.2
H -0.189 1.949 2.508 0.4 -1.1 -0.2
C 1.841 0.200 -2.148 1.8 -0.9 -1.0
C 1.268 -0.924 -1.307 2.3 -1.6 0.1
C 0.402 -1.877 -1.616 0.3 0.9 0.4
O -0.388 -2.719 -1.706 -0.2 -0.1 -0.2
H 2.673 0.743 -1.643 -0.6 -0.8 -0.1
H 1.132 0.935 -2.312 -1.6 1.5 -0.4
H 2.238 -0.090 -3.191 -0.5 0.1 1.6
H 2.073 -1.468 -0.683 -1.4 0.9 -0.5